A 9-piece molecular cluster, C30H34Cl12F32O4 overall in a non-equilibrium geometry. Source: the OMol25 dataset; level of theory: ωB97M-V/def2-TZVPD.

Each line ends with the Mulliken charge.
CARTESIAN COORDINATES (ANGSTROEM)
Cl (-11.365, -4.517, 5.908)  -0.112
Cl (5.488, 4.202, 0.179)  -0.108
Cl (-5.573, -0.133, 7.068)  -0.099
Cl (-4.359, 0.826, -7.400)  -0.110
Cl (-3.958, -1.243, 9.162)  -0.121
Cl (-13.780, -3.933, 4.391)  -0.117
Cl (-7.353, 1.042, -7.669)  -0.113
Cl (6.153, 1.739, -1.173)  -0.130
Cl (-5.722, 3.296, -6.741)  -0.127
Cl (-3.948, -2.531, 6.516)  -0.125
Cl (-11.666, -5.712, 3.252)  -0.109
Cl (4.140, 3.475, -2.394)  -0.114
F (3.038, 2.334, 11.425)  -0.286
F (2.749, 4.792, 7.805)  -0.283
F (-2.178, 12.082, -7.263)  -0.273
F (-0.704, 4.044, 7.685)  -0.261
F (7.219, -9.374, 0.599)  -0.260
F (-5.102, -5.166, -2.223)  -0.237
F (1.903, 3.263, 6.651)  -0.295
F (5.195, -8.900, 1.282)  -0.236
F (1.464, 11.739, -4.023)  -0.295
F (-2.831, -0.201, 1.658)  -0.299
F (-0.069, 12.512, -7.491)  -0.251
F (-0.103, 12.105, -2.606)  -0.299
F (3.560, -3.854, 4.281)  -0.272
F (2.413, 4.531, 12.842)  -0.222
F (7.018, -7.348, 2.829)  -0.257
F (-6.190, -3.063, -0.626)  -0.305
F (-5.964, -2.574, -2.712)  -0.270
F (7.935, -6.689, 0.910)  -0.265
F (0.221, 5.584, 8.899)  -0.220
F (5.176, -2.753, 2.573)  -0.322
F (-1.482, 9.283, -8.060)  -0.230
F (3.939, -3.988, 1.408)  -0.291
F (-2.006, -0.390, -0.398)  -0.285
F (-2.949, 2.151, 0.190)  -0.250
F (1.022, 1.640, 11.407)  -0.302
F (-3.957, 1.047, -1.455)  -0.253
F (0.895, 9.736, -2.044)  -0.275
F (-0.993, 10.713, -9.583)  -0.262
F (1.212, 2.958, 13.768)  -0.268
F (-3.776, -4.501, -0.579)  -0.233
F (5.352, -4.933, 4.437)  -0.265
F (-0.999, 9.351, -2.984)  -0.255
O (5.849, -6.080, 1.323)  -0.394
O (-4.576, -1.655, -1.251)  -0.340
O (1.562, 3.567, 10.274)  -0.371
O (-0.731, 10.908, -5.911)  -0.389
C (-0.758, 10.394, -8.315)  0.205
C (-0.936, 11.549, -7.253)  0.833
C (1.485, 3.674, 12.640)  0.243
C (0.229, 11.349, -3.648)  1.052
C (1.967, -4.815, -8.787)  -1.157
C (0.195, 9.894, -3.173)  0.172
C (-5.269, -2.864, -1.581)  0.757
C (1.617, -7.930, -4.188)  -1.323
C (4.843, 2.932, -0.855)  0.066
C (2.085, -6.479, -4.489)  -0.262
C (3.140, -4.732, -7.823)  -0.501
C (-12.526, -5.185, 4.735)  0.044
C (1.675, 3.962, 7.779)  1.003
C (1.790, 2.762, 11.441)  0.886
C (4.912, -3.998, 2.334)  0.892
C (-5.858, 1.508, -6.784)  0.118
C (2.726, -4.841, -6.317)  -0.653
C (-3.741, 1.108, -0.103)  0.101
C (6.833, -7.124, 1.504)  0.961
C (-4.070, -1.479, 0.070)  -0.726
C (-0.742, 11.725, -4.721)  -0.843
C (6.178, -4.723, 1.748)  -0.803
C (0.409, 4.834, 7.765)  0.110
C (-4.397, -4.175, -1.724)  0.232
C (-3.133, -0.256, 0.319)  0.876
C (2.248, -6.256, -5.959)  -0.684
C (4.404, -4.644, 3.668)  0.179
C (-4.959, -1.606, 7.725)  0.058
C (1.662, 2.944, 8.920)  -0.847
C (6.359, -8.376, 0.807)  0.122
H (-0.506, 12.756, -4.986)  0.373
H (4.067, 2.417, -0.290)  0.286
H (-3.639, -3.913, -2.463)  0.252
H (0.359, 5.540, 6.936)  0.247
H (0.633, 4.314, 12.410)  0.195
H (0.659, -8.207, -4.628)  0.341
H (2.190, -4.265, -9.702)  0.340
H (0.676, 9.135, -3.790)  0.208
H (0.299, 10.126, -8.301)  0.204
H (-4.751, 1.268, 0.274)  0.263
H (6.115, -8.153, -0.232)  0.171
H (1.479, -8.047, -3.113)  0.370
H (0.824, 2.250, 8.855)  0.342
H (1.886, -4.150, -6.240)  0.283
H (3.879, -5.519, -7.973)  0.329
H (6.999, -4.681, 2.465)  0.364
H (0.982, -4.461, -8.480)  0.329
H (3.959, -5.622, 3.484)  0.260
H (1.340, -5.830, -4.027)  0.294
H (-1.741, 11.745, -4.283)  0.326
H (-5.879, 1.232, -5.730)  0.234
H (1.300, -6.426, -6.470)  0.274
H (3.609, -4.614, -5.721)  0.369
H (1.790, -5.852, -9.071)  0.299
H (-4.966, -1.371, 0.680)  0.348
H (6.642, -4.203, 0.910)  0.417
H (-13.010, -6.041, 5.205)  0.295
H (-5.797, -2.213, 8.068)  0.289
H (2.912, -7.028, -6.348)  0.375
H (2.315, -8.683, -4.554)  0.344
H (3.688, -3.790, -7.869)  0.350
H (-3.529, -2.390, 0.326)  0.366
H (2.632, 2.466, 8.781)  0.329
H (3.045, -6.331, -3.994)  0.283

As for the SMILES: FC(F)C(F)(F)COC(F)(F)C(F)F.FC(F)C(F)(F)COC(F)(F)C(F)F.FC(F)C(F)(F)COC(F)(F)C(F)F.FC(F)C(F)(F)COC(F)(F)C(F)F.ClC(Cl)Cl.ClC(Cl)Cl.ClC(Cl)Cl.ClC(Cl)Cl.CCCCCC. Its charge is 0. For the LUMO energy, the calculation gives 0.18 eV. Its HOMO energy is -10.69 eV. The spin multiplicity is 1.

---

C30H34MnN6S3 as an isolated structure. Source: the OMol25 dataset; level of theory: ωB97M-V/def2-TZVPD.

Each line ends with the Mulliken charge.
CARTESIAN COORDINATES (ANGSTROEM)
Mn (-1.337, 2.402, 0.339)  0.266
S (-1.365, 2.196, 2.652)  -0.582
S (0.768, 1.858, -0.524)  0.174
S (-2.113, 0.433, -0.580)  -0.112
N (-3.913, 4.048, -0.216)  -0.263
N (-2.567, 3.918, -0.262)  0.042
N (1.096, 3.176, 2.759)  -0.274
N (0.968, 0.937, 3.144)  -0.066
N (1.582, -0.214, -1.897)  0.136
N (-0.984, -1.272, -2.208)  0.128
C (0.568, 0.407, -1.357)  0.098
C (-2.128, 4.989, -0.937)  0.775
C (-0.822, -0.228, -1.445)  0.695
C (1.088, -2.746, 3.154)  -0.611
C (1.419, -1.584, -2.421)  -0.471
C (0.344, 2.070, 2.875)  0.615
C (-0.674, 5.211, -1.212)  -1.221
C (1.428, -1.411, 3.012)  -0.480
C (-1.137, -4.674, 0.439)  -0.247
C (-4.342, 5.157, -0.831)  0.786
C (-2.191, -2.142, -2.178)  -1.542
C (-1.841, -3.458, -1.519)  0.701
C (5.348, -1.812, 0.133)  -0.798
C (-3.212, 5.787, -1.311)  -1.168
C (-1.508, -3.482, -0.164)  -0.163
C (-0.199, -3.099, 3.535)  -0.880
C (-0.808, -0.762, 3.628)  -0.546
C (5.631, -0.968, 1.199)  -0.461
C (-5.785, 5.531, -0.920)  -1.217
C (-1.140, -2.106, 3.764)  -0.757
C (-1.794, -4.632, -2.261)  -0.375
C (3.863, -0.150, -0.800)  1.089
C (0.096, -1.719, -3.097)  -1.033
C (-1.426, -5.828, -1.653)  -0.614
C (4.473, -1.402, -0.864)  -0.197
C (-1.092, -5.848, -0.308)  -0.702
C (0.483, -0.420, 3.250)  1.049
C (4.145, 0.690, 0.276)  -0.190
C (2.970, 0.328, -1.928)  -2.195
C (5.034, 0.285, 1.265)  -0.813
H (1.975, 0.990, 3.205)  0.177
H (6.334, -1.276, 1.963)  0.439
H (-5.885, 6.505, -1.390)  0.324
H (1.840, -3.508, 2.987)  0.431
H (-6.340, 4.804, -1.517)  0.325
H (-1.547, -2.568, 0.425)  0.474
H (0.621, 4.060, 2.779)  0.258
H (-2.975, -1.627, -1.640)  0.582
H (2.076, 3.178, 3.002)  0.191
H (-0.804, -6.779, 0.164)  0.419
H (2.209, -1.778, -3.140)  0.523
H (-2.516, -2.295, -3.206)  0.453
H (2.916, 1.411, -1.920)  0.808
H (-0.063, 4.981, -0.340)  0.252
H (-2.062, -4.622, -3.314)  0.414
H (-0.497, 6.250, -1.482)  0.371
H (-0.460, -4.141, 3.676)  0.649
H (3.382, 0.013, -2.884)  0.533
H (3.701, 1.679, 0.312)  0.477
H (-0.884, -4.687, 1.492)  0.264
H (-4.471, 3.369, 0.267)  0.148
H (2.433, -1.138, 2.713)  0.290
H (-0.333, 4.589, -2.040)  0.254
H (-1.398, -6.741, -2.234)  0.412
H (5.835, -2.778, 0.060)  0.436
H (-0.075, -2.760, -3.352)  0.443
H (0.064, -1.124, -4.013)  0.326
H (-1.544, -0.007, 3.849)  0.445
H (5.291, 0.961, 2.074)  0.419
H (-6.246, 5.575, 0.068)  0.350
H (1.516, -2.299, -1.600)  0.328
H (-3.174, 6.716, -1.863)  0.391
H (4.294, -2.054, -1.715)  0.392
H (-2.141, -2.368, 4.084)  0.423

Its charge is +2. For the LUMO energy (spin up / spin down), the calculation gives -6.73 / -6.73 eV. Its HOMO energy (spin up / spin down) is -13.83 / -13.82 eV. The spin multiplicity is 2.

---

One molecule with the formula C30H34N2O3S. Source: the OMol25 dataset; level of theory: ωB97M-V/def2-TZVPD.

Each line ends with the Mulliken charge.
CARTESIAN COORDINATES (ANGSTROEM)
S (1.970, -1.908, -1.759)  -0.303
O (-4.071, 0.978, -1.536)  -0.408
O (-3.123, 2.708, -0.411)  -0.658
O (2.834, -0.649, 1.762)  -0.697
N (2.415, 0.650, -0.034)  0.905
N (-2.024, 0.748, -0.729)  -0.124
C (1.495, -3.404, 0.551)  -0.176
C (4.930, 2.048, 0.046)  0.362
C (1.015, -4.530, 1.193)  -1.169
C (-7.340, 0.503, -0.900)  -0.552
C (1.419, -3.324, -0.832)  0.868
C (-6.132, 1.865, 0.660)  -0.208
C (4.895, 4.825, 0.249)  -0.434
C (-0.058, -6.798, 1.199)  -1.439
C (5.339, 4.219, -0.914)  -0.656
C (0.437, -5.578, 0.485)  0.846
C (-3.077, 1.584, -0.849)  0.699
C (4.489, 2.665, 1.210)  -0.035
C (-8.085, 0.668, 1.374)  -0.393
C (-0.398, 0.159, 0.983)  -0.461
C (1.657, 1.727, -0.635)  -1.275
C (-0.770, 1.146, -0.125)  -0.059
C (-5.285, 1.720, -1.695)  -1.008
C (0.812, 0.605, 1.812)  -1.431
C (0.310, 1.270, -1.201)  -0.638
C (0.348, -5.470, -0.897)  -0.648
C (3.514, -1.388, -0.924)  -1.060
C (-8.240, 0.162, 0.095)  -0.502
C (-6.284, 1.361, -0.627)  0.756
C (3.566, 0.131, -0.764)  -0.655
C (5.353, 2.840, -1.014)  -0.351
C (2.120, 0.158, 1.189)  0.611
C (4.886, 0.554, -0.086)  -1.394
C (4.471, 4.045, 1.311)  -0.806
C (-7.028, 1.518, 1.655)  -0.607
C (0.835, -4.357, -1.554)  -0.800
H (4.342, -1.715, -1.554)  0.599
H (5.676, 4.823, -1.744)  0.388
H (-5.046, 2.789, -1.651)  0.355
H (2.262, 2.147, -1.440)  0.643
H (-0.027, 1.997, -1.942)  0.339
H (-5.308, 2.530, 0.873)  0.463
H (0.769, -4.279, -2.629)  0.436
H (-9.063, -0.501, -0.128)  0.367
H (-2.081, -0.153, -1.176)  0.279
H (1.502, 2.525, 0.097)  0.559
H (-0.202, -0.823, 0.546)  0.231
H (-0.784, -7.336, 0.594)  0.379
H (-1.261, 0.060, 1.644)  0.420
H (5.718, 0.197, -0.695)  0.647
H (-8.786, 0.401, 2.151)  0.369
H (3.527, 0.574, -1.765)  0.728
H (0.771, 0.131, 2.794)  0.372
H (-0.960, 2.133, 0.315)  0.227
H (-5.660, 1.458, -2.687)  0.444
H (1.085, -4.589, 2.269)  0.396
H (-0.101, -6.269, -1.469)  0.359
H (4.935, 0.083, 0.895)  0.416
H (0.444, 0.308, -1.701)  0.032
H (1.922, -2.606, 1.138)  0.370
H (0.775, -7.470, 1.408)  0.286
H (-0.517, -6.530, 2.149)  0.359
H (-7.461, 0.104, -1.897)  0.325
H (4.128, 4.513, 2.223)  0.402
H (0.795, 1.686, 1.957)  0.527
H (4.162, 2.057, 2.041)  0.474
H (-6.903, 1.915, 2.652)  0.378
H (4.883, 5.902, 0.328)  0.398
H (5.702, 2.370, -1.924)  0.394
H (3.568, -1.885, 0.040)  0.543

As for the SMILES: Cc1ccc(SC[C@H](Cc2ccccc2)N2CC[C@@H](NC(=O)OCc3ccccc3)CCC2=O)cc1. Its charge is 0. For the LUMO energy, the calculation gives 0.63 eV. Its HOMO energy is -8.06 eV. The spin multiplicity is 1. Its energy above the lowest of the compared OMol25 structures with the same formula, charge and spin is 0.7 kcal/mol.

---

C30H34N7O3PS2Ta as an isolated structure. Source: the OMol25 dataset; level of theory: ωB97M-V/def2-TZVPD.

Each line ends with the Mulliken charge.
CARTESIAN COORDINATES (ANGSTROEM)
Ta (0.092, -0.317, 0.469)  0.294
S (3.563, -0.657, -1.331)  0.119
S (2.504, 0.742, -3.692)  -0.026
P (-1.948, -1.793, 1.419)  1.230
O (-1.262, 0.424, -0.677)  0.446
O (-0.747, 2.725, -4.215)  -0.643
O (2.813, -3.454, 0.816)  -0.553
N (0.834, 1.778, 0.819)  0.465
N (0.179, 1.030, -2.315)  -0.977
N (0.397, -0.106, 2.760)  0.590
N (1.070, 0.327, -1.502)  0.592
N (0.085, -2.104, -0.918)  0.876
N (1.678, -1.450, 0.950)  0.129
N (-1.354, 2.241, 1.397)  -0.075
C (1.746, 4.220, 1.745)  -0.370
C (4.128, -0.045, -3.894)  -0.593
C (-4.258, 3.158, -3.582)  -0.502
C (4.803, -0.100, -2.542)  -0.635
C (-0.024, 2.670, 1.341)  0.661
C (-3.357, -0.820, 2.024)  -1.086
C (2.137, 2.122, 0.695)  0.050
C (-0.595, -3.317, -2.853)  -1.058
C (-3.416, 1.673, -1.907)  -0.291
C (-2.742, -2.913, 0.235)  -1.397
C (2.047, -0.383, 4.470)  -0.916
C (-2.122, 1.770, -2.465)  -0.338
C (-0.435, 0.407, 3.693)  -0.200
C (-4.471, 2.352, -2.454)  -1.174
C (-1.414, -2.875, 2.773)  -1.391
C (-3.011, 3.270, -4.150)  -0.779
C (-1.024, 1.070, -1.855)  1.055
C (0.406, 3.897, 1.827)  -1.168
C (2.225, 0.147, -2.097)  0.063
C (2.507, -1.066, 2.093)  -1.296
C (2.630, 3.316, 1.152)  -1.254
C (1.041, -3.026, -0.712)  0.873
C (1.206, -4.136, -1.510)  -0.814
C (1.962, -2.712, 0.417)  -0.108
C (-1.925, 2.577, -3.609)  0.312
C (-0.084, 0.538, 5.015)  -1.170
C (1.624, -0.499, 3.158)  0.573
C (-0.712, -2.244, -1.989)  -0.308
C (1.186, 0.139, 5.418)  -0.615
C (0.365, -4.289, -2.605)  -0.834
H (-3.142, -2.364, -0.616)  0.365
H (-1.257, -3.387, -3.704)  0.597
H (-1.402, 0.726, 3.343)  0.430
H (-1.937, 2.867, 1.940)  0.358
H (3.981, -1.036, -4.321)  0.334
H (-3.572, -3.402, 0.748)  0.626
H (4.698, 0.562, -4.596)  0.471
H (5.618, -0.822, -2.519)  0.458
H (-3.116, -0.219, 2.898)  0.302
H (-3.571, 1.035, -1.045)  0.655
H (-4.155, -1.511, 2.300)  0.564
H (2.783, 1.393, 0.223)  0.213
H (0.463, -5.146, -3.259)  0.512
H (-5.461, 2.266, -2.029)  0.480
H (-1.063, -2.292, 3.623)  0.328
H (2.100, 5.174, 2.112)  0.490
H (5.173, 0.874, -2.227)  0.335
H (1.492, 0.225, 6.452)  0.486
H (-1.778, 2.095, 0.484)  -0.049
H (-2.251, -3.497, 3.094)  0.523
H (-2.840, 3.885, -5.023)  0.511
H (3.041, -0.717, 4.738)  0.604
H (-0.607, -3.526, 2.433)  0.372
H (-0.797, 0.943, 5.720)  0.528
H (1.991, -4.842, -1.273)  0.645
H (-0.315, 4.594, 2.233)  0.468
H (-2.052, -3.682, -0.111)  0.335
H (-5.089, 3.697, -4.018)  0.433
H (3.255, -0.326, 1.786)  0.215
H (3.681, 3.544, 1.046)  0.531
H (-0.062, 2.193, -3.778)  0.425
H (3.054, -1.938, 2.455)  0.953
H (-3.721, -0.170, 1.228)  0.197
H (-1.464, -1.484, -2.147)  0.546

Its charge is +3. For the LUMO energy, the calculation gives -9.55 eV. Its HOMO energy is -15.49 eV. The spin multiplicity is 1. Its energy above the lowest of the compared OMol25 structures with the same formula, charge and spin is 3.7 kcal/mol.